[1]
Density functional theory data (ωB97M-V/def2-TZVPD) for a cluster of 2 separate species, CH2F4P2S in total.

Properties
HOMO-LUMO gap (spin up / spin down): 6.76 / 7.04 eV
F_max: 4.1 eV Å⁻¹
Energy above the lowest of the compared OMol25 structures with the same formula, charge and spin: 116.63 kJ/mol
Energy: -1519.72633 Ha

Geometry as XYZ:
```
10
Properties=species:S:1:pos:R:3:lowdin_charge:R:1
C -0.1127 0.2215 -0.4260 -0.2730
F 1.2785 2.7675 -2.4234 -0.2914
F 2.6280 1.7268 -0.8694 -0.2911
F -2.5917 0.5884 0.6299 -0.2461
F -1.6119 2.4520 -0.1906 -0.3325
P 1.3650 2.6310 -0.8351 1.0135
P -1.6946 0.8723 -0.6903 0.1490
S -2.7710 0.8712 -2.3471 0.2108
H 0.3912 -0.1069 0.5077 0.0310
H 0.2249 -0.2640 -1.3914 0.0298
```

***

[2]
Density functional theory data (ωB97M-V/def2-TZVPD) for a cluster of 3 separate species, C8H15NO2S in total.

Properties
HOMO-LUMO gap (spin up / spin down): 7.38 / 7.38 eV
F_max: 3.7 eV Å⁻¹
Energy above the lowest of the compared OMol25 structures with the same formula, charge and spin: 117.28 kJ/mol
Energy: -917.17979 Ha
SMILES: C=C(C)NC.CC(C)=S.O=C=O

Geometry as XYZ:
```
27
Properties=species:S:1:pos:R:3:lowdin_charge:R:1
C -2.1182 -2.2195 -0.5461 -0.0013
C -1.0768 -1.8301 0.1302 -0.4940
C 0.2869 -2.2613 -0.2776 -0.0533
N -1.2085 -0.7779 0.9556 -0.0478
C -2.4886 -0.3826 1.3901 -0.0957
H -1.9375 -3.0455 -1.2380 0.0608
H -3.0851 -1.7945 -0.6036 0.0372
H 0.5271 -1.7877 -1.3219 0.1055
H 0.4109 -3.4099 -0.5444 0.1261
H 1.0043 -1.9033 0.4232 0.0433
H -0.4871 -0.5348 1.5355 0.0406
H -2.4721 0.2313 2.2072 0.0627
H -2.9660 0.0794 0.5894 0.0643
H -3.1133 -1.2644 1.5722 0.0960
C 0.4306 3.6295 -0.0963 -0.1251
C 0.7346 2.1880 0.0913 -0.7896
C 0.6929 1.2121 -1.0598 -0.1301
S 1.2296 1.6405 1.5764 0.6898
H -0.1274 3.6862 -1.0085 0.0646
H 1.2126 4.3307 -0.0728 0.0703
H -0.3338 3.7296 0.7248 0.0967
H 1.6100 0.5585 -1.1714 0.0933
H 0.3539 1.5496 -2.0238 0.0713
H -0.0468 0.4453 -1.0361 0.0404
O 4.7227 0.3694 -0.0586 0.2238
C 4.3131 -0.6868 -0.0506 -0.4752
O 3.9320 -1.7518 -0.0865 0.2253
```

***

[3]
Density functional theory data (ωB97M-V/def2-TZVPD) for a cluster of 3 separate species, C4H13ClN2 in total.

Properties
HOMO-LUMO gap: 8.47 eV
F_max: 3.0 eV Å⁻¹
Total charge: +2
Energy above the lowest of the compared OMol25 structures with the same formula, charge and spin: 0.00 kJ/mol
Energy: -729.27150 Ha

Geometry as XYZ:
```
20
Properties=species:S:1:pos:R:3:lowdin_charge:R:1
C 0.7483 -2.6050 4.8779 -0.0219
C 1.7426 1.5482 2.9590 -0.0950
C 0.2965 -1.6064 3.8812 -0.0685
C 1.0620 1.7747 1.8323 -0.5979
N -1.7521 0.9454 -8.1591 0.3015
N -0.1917 -0.4163 4.1483 0.1741
Cl -0.6685 2.0664 1.8939 0.6021
H 0.5984 -2.1796 5.8736 0.0896
H 1.7890 -3.0322 4.7609 0.1270
H 0.1687 -3.6207 4.7580 0.1556
H 1.2526 1.6046 3.8830 0.0188
H 2.8734 1.4035 2.9344 0.1035
H 0.3616 -1.8166 2.8413 0.1390
H 1.4896 1.7124 0.7996 0.0835
H -2.7110 0.9594 -8.4541 0.1382
H -1.3506 1.0179 -9.1311 0.1808
H -1.4358 1.8188 -7.6042 0.2158
H -0.5497 -0.0697 5.1372 0.2241
H -1.6247 -0.0335 -7.8822 0.1637
H -0.6970 0.0963 3.4061 0.0661
```

***

[4]
Density functional theory data (ωB97M-V/def2-TZVPD) for a structure of composition C4H18BaO6.

Properties
2S+1: 2
HOMO-LUMO gap (spin up / spin down): 10.48 / 5.77 eV
F_max: 3.9 eV Å⁻¹
Total charge: +1
Energy above the lowest of the compared OMol25 structures with the same formula, charge and spin: 99.26 kJ/mol
Energy: -639.79840 Ha
<S²>: 0.77

Geometry as XYZ:
```
29
Properties=species:S:1:pos:R:3:lowdin_spin:R:1
Ba -0.7593 -0.3215 -0.6715 -0.0352
O -1.7634 -2.7993 -0.6717 0.5914
H -1.0042 -3.3758 -0.4573 -0.0023
O 0.2060 -1.6373 -2.7221 0.4490
H 0.9236 -2.0125 -2.1755 -0.0030
C 1.2458 -3.1324 1.9744 -0.0001
O 0.6111 -2.1435 1.3066 -0.0013
H 1.0304 -4.1393 1.6170 0.0000
H 2.3298 -3.0239 2.0120 0.0000
H 0.9194 -3.2039 3.0119 0.0000
H -0.2966 -2.1592 1.6188 0.0003
C 0.2747 3.1068 1.2279 -0.0001
O 0.3963 1.9234 0.5541 -0.0008
H 0.5607 4.0019 0.6755 0.0000
H -0.6871 3.2041 1.7315 0.0000
H 1.0700 3.1403 1.9726 0.0000
H 0.9647 2.1249 -0.1928 0.0000
C -4.1394 2.1954 -0.2295 0.0000
O -3.0873 1.3051 -0.5676 -0.0002
H -3.8737 3.2495 -0.3089 0.0000
H -5.0176 2.0420 -0.8567 0.0000
H -4.3709 2.0468 0.8252 0.0000
H -3.2550 0.8996 -1.4214 0.0000
C 3.2329 -0.4452 -1.3023 0.0004
O 2.0234 0.2689 -1.0874 0.0011
H 4.1566 0.1325 -1.2674 0.0000
H 3.3654 -1.1622 -0.4921 0.0000
H 3.0518 -0.9318 -2.2607 0.0006
H 1.8917 0.8465 -1.8428 0.0002
```

***

[5]
Density functional theory data (ωB97M-V/def2-TZVPD) for a structure of composition C6H14NO.

Properties
HOMO-LUMO gap: 4.95 eV
F_max: 2.3 eV Å⁻¹
Total charge: -1
Energy above the lowest of the compared OMol25 structures with the same formula, charge and spin: 567.59 kJ/mol
Energy: -366.78547 Ha

Geometry as XYZ:
```
22
Properties=species:S:1:pos:R:3:lowdin_charge:R:1
C 0.7326 -1.3251 -0.6188 -0.2008
C 1.2845 -0.0061 -0.2951 -0.1272
C 2.5975 0.1757 0.4682 -0.5408
O 3.4205 1.1368 0.0909 -0.2922
C -0.6340 -1.5833 0.1231 -0.3487
N -1.6132 -0.6532 -0.2842 -0.1456
C -1.9345 0.3166 0.6969 -0.4572
C -2.4845 1.5857 0.0352 -0.1380
H 1.4614 -2.1175 -0.4124 0.0982
H 0.4747 -1.3543 -1.6756 0.1112
H 1.8739 0.6320 -1.4050 0.0450
H 0.5006 0.7079 -0.0562 0.0940
H 2.1505 0.3097 1.4962 0.1259
H 3.0810 -0.8334 0.5510 0.0944
H -0.5035 -1.5845 1.1806 0.0808
H -0.9559 -2.5861 -0.1995 0.0884
H 2.0083 0.9919 -2.0897 0.1915
H -1.0353 0.5943 1.3047 0.0878
H -2.6570 -0.0501 1.4612 0.0850
H -3.2496 1.3138 -0.6795 0.0488
H -2.8619 2.2639 0.7974 0.0471
H -1.6560 2.0651 -0.4894 0.0524
```

***

[6]
Density functional theory data (ωB97M-V/def2-TZVPD) for an isolated molecule of C2H8N4O.

Properties
HOMO-LUMO gap: 8.60 eV
F_max: 7.1 eV Å⁻¹
Energy above the lowest of the compared OMol25 structures with the same formula, charge and spin: 464.33 kJ/mol
Energy: -375.12975 Ha
SMILES: CN/C(=N/O)NN

Geometry as XYZ:
```
15
Properties=species:S:1:pos:R:3:lowdin_charge:R:1
C -0.8262 1.9759 0.4537 -0.2006
N 0.1569 1.1457 0.1378 -0.0339
C -0.0985 -0.2061 -0.2481 -0.4297
N -1.2911 -0.4607 -0.6389 0.0049
O -1.3617 -1.7326 -1.1522 -0.0645
N 0.7755 -1.2004 -0.3054 -0.0530
N 2.0219 -0.9480 0.3291 -0.0268
H -1.6316 1.3992 0.9261 0.0782
H -1.3908 2.4552 -0.2907 0.0563
H -0.4568 2.8512 1.1348 0.1291
H 0.9192 1.1738 0.7617 0.0933
H -2.2230 -1.8875 -1.3659 0.0402
H 0.4041 -2.1796 -0.4127 0.1593
H 2.3043 -1.5466 1.1900 0.1216
H 2.6978 -0.8394 -0.5193 0.1257
```